C4H6N4 | ωB97M-V/def2-TZVPD

```
14
Properties=species:S:1:pos:R:3
H 2.222 0.981 -0.072
N 1.407 1.775 -0.143
C 0.464 0.937 -0.049
C -0.889 1.382 0.049
C -1.817 0.356 0.123
N -1.687 -1.057 -0.045
N -0.526 -1.352 -0.250
N 0.459 -0.588 -0.039
C 1.837 -1.261 0.177
H -1.025 2.453 0.280
H -2.814 0.755 0.515
H 1.573 -2.288 0.033
H 2.323 -1.123 1.236
H 2.579 -0.712 -0.450
```

## Properties
Molar mass, g mol⁻¹: 110.120
Calculated total energy, a.u.: -374.8965
Highest occupied orbital energy, hartree: -0.336
Orbital gap, eV: 9.35
E_LUMO, eV: 0.216